Computed, not measured: C45H40N4O4P2Sn as an isolated structure, with ωB97M-V with the def2-TZVPD basis set.

```
! wB97M-V def2-TZVPD RIJCOSX def2/J DEFGRID3
* xyz 2 1
Sn -0.104 0.141 -0.964
C 0.399 1.809 2.926
C 1.674 1.430 2.184
P 1.749 0.089 0.929
C 3.271 0.554 0.074
C 3.230 1.674 -0.759
C 4.372 2.095 -1.415
C 5.563 1.398 -1.237
C 5.611 0.295 -0.398
C 4.466 -0.131 0.262
C 1.987 -1.472 1.802
C 1.491 -2.673 1.288
C 1.715 -3.868 1.952
C 2.422 -3.872 3.148
C 2.901 -2.683 3.679
C 2.679 -1.485 3.017
C -0.571 2.601 2.065
P -1.596 1.734 0.818
C -2.294 3.202 -0.010
C -3.672 3.385 -0.111
C -4.181 4.504 -0.757
C -3.321 5.448 -1.301
C -1.947 5.272 -1.205
C -1.436 4.154 -0.565
C -3.003 0.963 1.646
C -3.487 1.420 2.873
C -4.647 0.876 3.403
C -5.338 -0.110 2.710
C -4.870 -0.557 1.481
C -3.703 -0.025 0.954
H 0.703 2.457 3.750
H -0.084 0.955 3.391
H 2.450 1.135 2.891
H 2.068 2.299 1.654
H 2.302 2.226 -0.901
H 4.337 2.956 -2.069
H 6.457 1.722 -1.754
H 6.541 -0.241 -0.259
H 4.502 -1.005 0.900
H 0.896 -2.686 0.390
H 1.330 -4.791 1.538
H 2.594 -4.804 3.672
H 3.457 -2.685 4.607
H 3.075 -0.576 3.449
H -0.021 3.366 1.513
H -1.286 3.146 2.684
H -4.356 2.661 0.315
H -5.252 4.640 -0.826
H -3.720 6.325 -1.793
H -1.273 6.005 -1.629
H -0.360 4.024 -0.529
H -2.979 2.203 3.421
H -5.020 1.234 4.354
H -6.252 -0.520 3.121
H -5.415 -1.314 0.931
H -3.349 -0.370 -0.011
C -1.582 -2.096 3.526
C -1.810 -2.598 2.147
N -1.340 -2.100 1.022
C -1.771 -2.952 0.023
C -2.531 -3.967 0.554
N -2.530 -3.713 1.904
C -3.253 -5.119 -0.077
O -3.818 -6.026 0.759
O -3.357 -5.249 -1.250
C -1.331 -2.745 -1.382
O -1.471 -3.543 -2.248
O -0.758 -1.542 -1.674
H -0.892 -1.266 3.473
H -1.133 -2.870 4.151
H -2.508 -1.761 3.995
H -3.026 -4.218 2.621
H -3.649 -5.887 1.696
C 5.028 -2.549 -3.230
C 4.081 -2.806 -2.251
C 3.017 -1.935 -2.089
C 2.893 -0.822 -2.890
C 3.828 -0.567 -3.890
C 4.896 -1.429 -4.048
N 1.721 -0.001 -2.707
N 1.522 0.800 -3.619
C 0.282 1.493 -3.600
C 0.007 2.243 -4.734
C -1.258 2.787 -4.901
C -2.243 2.539 -3.959
C -1.956 1.805 -2.808
C -0.679 1.318 -2.614
H 5.862 -3.224 -3.367
H 4.166 -3.686 -1.626
H 2.256 -2.134 -1.362
H 3.710 0.297 -4.529
H 5.625 -1.240 -4.825
H 0.778 2.349 -5.487
H -1.487 3.363 -5.787
H -3.247 2.913 -4.111
H -2.749 1.606 -2.106
*
```

Properties
**Kohn-Sham gap**: 0.2742 hartree
**Highest occupied orbital energy**: -0.50031 Ha
**Energy relative to the best compared isomer or geometry (same formula, charge and spin)**: 196.3 kJ/mol